1.
DFT (wB97M-V/def2-TZVPD) results for a 8-piece molecular cluster, C26H52NO9 overall in a non-equilibrium geometry.

Cartesian coordinates (Å):
C -2.605 3.402 1.947
N -1.335 3.257 2.581
C -0.807 1.961 2.340
C -0.569 1.595 0.863
O -1.361 0.430 0.456
C -1.179 0.050 -0.815
C -1.187 1.108 -1.891
O -1.040 -1.136 -1.107
H -2.592 3.368 0.833
H -3.373 2.665 2.280
H -3.002 4.387 2.205
H -1.420 1.128 2.775
H 0.163 1.900 2.832
H 0.479 1.341 0.703
H -0.806 2.450 0.242
H -1.674 0.709 -2.768
H -0.179 1.441 -2.095
H -1.726 1.986 -1.550
C 3.609 -0.096 3.728
C 3.431 1.403 3.678
O 2.457 1.907 3.180
C 4.530 2.240 4.295
H 2.756 -0.575 3.253
H 4.521 -0.384 3.201
H 3.674 -0.430 4.765
H 5.477 2.047 3.789
H 4.638 1.992 5.352
H 4.277 3.293 4.197
C 0.404 1.278 7.665
C 0.961 0.418 6.556
O 2.036 -0.134 6.671
C 0.124 0.301 5.315
H 1.097 1.290 8.503
H 0.253 2.295 7.302
H -0.557 0.881 7.996
H -0.024 1.289 4.870
H -0.850 -0.130 5.549
H 0.629 -0.332 4.590
C 2.580 3.101 -5.339
C 1.988 3.197 -3.952
O 0.990 2.593 -3.647
C 2.704 4.083 -2.961
H 1.973 2.435 -5.947
H 2.608 4.088 -5.803
H 3.597 2.709 -5.284
H 2.737 5.109 -3.333
H 3.727 3.730 -2.816
H 2.180 4.063 -2.009
C 1.766 -2.602 -2.134
C 1.988 -3.571 -3.263
O 2.871 -3.428 -4.083
C 1.036 -4.737 -3.309
H 2.498 -1.798 -2.185
H 0.762 -2.178 -2.191
H 1.868 -3.121 -1.180
H 0.014 -4.372 -3.418
H 1.114 -5.312 -2.387
H 1.281 -5.379 -4.155
C -3.398 7.673 0.820
C -4.371 7.518 1.962
O -5.281 6.730 1.917
C -4.155 8.399 3.171
H -3.661 6.978 0.026
H -3.432 8.694 0.433
H -2.385 7.451 1.160
H -4.219 9.451 2.886
H -3.170 8.206 3.599
H -4.916 8.181 3.916
C -1.116 -5.216 -6.481
C -1.055 -6.724 -6.491
O -1.349 -7.382 -5.524
C -0.605 -7.374 -7.780
H -1.446 -4.872 -5.505
H -0.129 -4.800 -6.691
H -1.823 -4.870 -7.237
H 0.401 -7.038 -8.036
H -1.282 -7.102 -8.591
H -0.603 -8.454 -7.661
C -0.872 -5.388 1.185
C -0.687 -6.421 0.103
O 0.201 -6.333 -0.711
C -1.669 -7.568 0.075
H -0.110 -4.618 1.092
H -1.855 -4.924 1.097
H -0.792 -5.857 2.168
H -2.683 -7.187 -0.055
H -1.620 -8.124 1.013
H -1.428 -8.233 -0.751

Atomic forces in eV per Å
0.27 0.28 0.50
0.12 0.05 -0.17
-0.11 0.24 0.32
0.06 0.04 0.18
0.44 -0.21 -0.48
0.07 -1.21 -0.26
-0.32 0.21 0.77
-0.37 1.14 0.45
-0.15 -0.15 -0.16
-0.09 -0.18 -0.12
-0.21 0.15 -0.08
-0.17 -0.17 -0.16
0.04 -0.08 -0.01
0.14 -0.15 -0.06
-0.18 0.15 -0.08
0.17 -0.15 -0.29
0.21 -0.11 -0.27
-0.15 0.10 0.00
-0.03 -0.01 -0.06
0.02 -0.19 0.10
0.09 0.10 -0.05
-0.09 0.13 -0.04
-0.01 0.01 -0.02
0.06 0.00 0.06
0.04 0.02 -0.02
0.04 -0.06 0.08
0.07 -0.08 -0.02
-0.02 0.01 -0.01
0.20 -0.04 0.12
-0.14 0.03 -0.09
0.10 0.00 0.06
0.28 -0.09 -0.02
0.01 -0.01 0.00
-0.13 -0.02 -0.04
-0.07 0.08 -0.07
-0.18 -0.02 0.02
-0.07 0.15 0.01
-0.02 0.00 -0.03
-0.14 -0.10 -0.03
0.09 0.06 0.06
-0.03 -0.01 -0.14
-0.13 -0.06 0.10
-0.01 -0.01 0.01
0.11 0.02 0.02
0.05 0.09 -0.01
0.10 -0.01 -0.03
0.05 0.08 -0.06
-0.01 -0.01 0.00
0.23 0.15 -0.18
-0.06 0.04 0.07
0.01 0.00 -0.04
0.25 -0.07 -0.34
0.02 -0.01 -0.01
-0.05 -0.07 0.16
-0.15 -0.01 0.03
-0.04 -0.04 0.19
-0.18 0.07 -0.01
0.00 0.01 -0.01
-0.06 -0.12 -0.07
0.04 -0.05 0.00
-0.18 0.02 -0.02
-0.09 -0.07 0.07
0.00 -0.03 0.01
0.10 0.03 0.07
0.02 0.07 0.01
0.12 0.01 0.00
0.05 0.08 -0.04
-0.01 -0.02 0.00
-0.08 -0.07 0.21
0.03 0.06 -0.04
-0.05 -0.07 0.06
-0.01 -0.15 0.09
0.01 -0.01 0.02
-0.04 0.05 -0.11
0.11 0.04 -0.09
-0.03 0.07 -0.08
0.07 0.08 -0.04
0.00 -0.01 0.01
0.15 0.04 -0.10
-0.08 0.12 0.08
0.08 -0.15 0.07
0.11 -0.06 -0.15
-0.01 0.02 -0.02
-0.04 -0.04 0.07
-0.11 -0.01 0.02
-0.03 0.00 0.11
-0.09 0.05 0.05
0.01 0.01 -0.01

Summary:
Lowest unoccupied orbital energy: 2.27 eV
Net charge: -1
Largest force on an atom: 0.025 Eh/bohr
HOMO-LUMO gap: 3.92 eV



2.
DFT (wB97M-V/def2-TZVPD) results for C26H52NiO14S6 as an isolated structure in a non-equilibrium geometry.

Cartesian coordinates (Å):
Ni -0.148 -0.816 0.630
O -1.460 0.818 0.814
C -0.557 1.790 0.267
C 0.532 1.432 -0.873
O 1.251 0.177 -0.656
H 0.065 2.173 1.076
H -1.175 2.578 -0.165
H 1.250 2.249 -0.944
H 0.207 1.461 -1.913
C 4.570 -3.323 0.295
C 4.393 -3.107 -1.196
C 2.903 -2.955 -1.647
S 1.869 -3.638 -0.165
O 1.194 -4.878 -0.514
O 1.109 -2.617 0.511
C 3.406 -4.161 0.829
H 4.506 -2.418 0.899
H 5.552 -3.783 0.406
H 4.727 -3.974 -1.766
H 4.970 -2.252 -1.548
H 2.648 -3.472 -2.572
H 2.538 -1.938 -1.786
H 3.465 -5.223 0.595
H 3.281 -4.073 1.909
C -3.230 -1.956 4.409
C -3.836 -1.105 3.219
C -3.975 -2.000 1.914
S -2.424 -3.042 1.984
O -1.244 -2.292 1.553
O -2.640 -4.384 1.494
C -2.474 -3.176 3.793
H -4.097 -2.177 5.032
H -2.555 -1.280 4.935
H -3.039 -0.416 2.940
H -4.727 -0.621 3.618
H -4.085 -1.437 0.987
H -4.730 -2.787 1.940
H -1.449 -3.359 4.115
H -3.093 -4.042 4.029
C 2.945 2.645 -4.290
C 3.024 1.169 -3.935
C 3.612 0.408 -5.083
S 2.992 1.189 -6.596
O 1.942 0.386 -7.183
O 4.078 1.605 -7.472
C 2.373 2.784 -5.772
H 3.989 2.945 -4.382
H 2.465 3.297 -3.561
H 1.985 0.875 -3.791
H 3.509 0.945 -2.985
H 3.316 -0.638 -5.004
H 4.691 0.506 -5.202
H 1.302 2.750 -5.970
H 2.900 3.545 -6.347
C 2.739 2.212 3.834
C 1.307 2.693 3.837
C 0.279 1.558 4.146
S 1.136 0.011 3.734
O 0.546 -0.425 2.481
O 1.286 -0.913 4.882
C 2.740 0.776 3.330
H 3.019 2.172 4.887
H 3.418 2.831 3.246
H 1.066 3.033 2.829
H 1.154 3.532 4.515
H -0.671 1.717 3.637
H -0.038 1.401 5.177
H 2.924 0.672 2.261
H 3.512 0.112 3.717
C -0.446 -2.893 -4.244
C -1.328 -1.655 -4.767
C -1.533 -0.753 -3.568
S -1.837 -1.958 -2.211
O -3.263 -2.062 -2.014
O -0.979 -1.708 -1.046
C -1.264 -3.461 -3.121
H 0.517 -2.678 -3.780
H -0.259 -3.573 -5.075
H -2.221 -2.131 -5.172
H -0.952 -1.164 -5.665
H -2.296 0.025 -3.574
H -0.620 -0.259 -3.234
H -2.236 -3.709 -3.548
H -0.929 -4.229 -2.424
C -3.735 4.422 1.136
C -4.623 3.487 1.891
C -3.834 2.867 3.004
S -3.000 4.326 3.756
O -1.788 4.004 4.481
O -4.021 5.058 4.484
C -2.697 5.051 2.054
H -4.434 5.180 0.783
H -3.183 3.868 0.376
H -5.084 2.707 1.285
H -5.338 4.150 2.378
H -3.011 2.270 2.612
H -4.334 2.245 3.746
H -1.688 4.675 1.887
H -2.624 6.131 2.183

Atomic forces in eV per Å
-1.11 -0.06 0.02
2.80 -0.51 -1.66
-0.85 -1.13 -0.14
0.12 -1.20 1.54
-1.76 2.00 0.05
0.17 0.41 0.13
0.25 0.51 -0.09
0.58 0.08 0.39
-0.68 -0.68 -0.24
-0.80 -0.20 0.35
-1.11 0.20 -1.32
-0.68 0.25 1.48
2.16 -2.16 -0.60
0.20 1.21 -0.10
0.38 0.84 0.06
-0.44 -0.06 -0.69
0.48 0.38 -0.41
-0.16 -0.06 0.52
0.39 -0.08 0.31
-0.01 -0.01 0.02
0.02 -0.47 0.37
0.22 0.22 0.34
0.02 0.04 -0.17
-0.40 0.24 -0.16
0.18 0.69 -1.61
1.24 -1.33 -0.65
0.60 -0.09 1.09
-1.49 0.12 0.93
-0.91 -0.40 0.65
0.34 0.83 -0.49
-0.64 0.51 0.65
0.53 -0.72 0.24
-0.07 -0.25 0.25
-0.40 0.63 0.00
-0.03 0.11 -0.74
0.35 -0.04 0.06
-0.20 0.14 0.20
-0.08 0.20 0.17
0.34 -0.29 -0.46
0.57 0.39 -1.64
-1.35 0.41 0.58
0.28 -0.31 -0.41
0.19 1.25 -0.86
-0.10 0.27 0.65
-0.47 -0.56 1.00
1.03 -1.84 0.38
0.03 0.55 0.10
-0.14 -0.20 -0.08
-0.20 -0.56 -0.02
0.28 0.24 -0.06
0.14 0.01 -0.55
0.07 -0.06 0.34
-0.01 0.32 0.50
-0.36 0.06 0.12
-0.15 -1.10 1.04
-1.29 0.19 -0.50
0.45 -0.07 0.81
0.61 0.43 1.35
0.27 -0.78 -0.02
-0.57 1.60 -2.34
0.54 -0.97 -0.43
0.60 0.21 -0.07
-0.11 0.06 0.25
-0.15 0.22 -0.01
-0.03 -0.07 -0.09
0.31 -0.43 -0.57
0.53 0.46 0.34
-0.65 0.28 -0.27
-0.06 0.20 0.62
0.07 0.80 -0.41
1.18 -1.20 -0.20
0.34 -0.29 1.00
-0.56 -0.26 -0.30
0.45 0.09 0.36
-0.15 0.12 -1.13
-1.76 0.85 0.18
0.31 0.75 -0.53
-0.17 -0.17 0.21
-0.49 0.18 0.54
0.62 0.24 0.38
-0.34 -0.48 -0.09
0.33 -0.06 -0.40
-0.07 -0.64 0.20
0.36 0.22 -0.13
0.37 0.66 -0.48
-0.67 -0.38 1.37
1.58 -0.14 0.64
-1.53 -0.29 -0.09
0.08 -0.10 -0.70
0.53 -0.02 -0.65
0.76 -0.46 1.93
0.61 0.07 -0.82
-0.30 0.34 -0.43
-0.17 0.34 -0.10
-0.71 -0.50 -0.11
0.17 -0.20 -0.23
-0.25 0.47 0.08
0.03 0.07 -0.33
-0.38 -0.06 -0.22

Summary:
Lowest unoccupied orbital energy (spin up / spin down): -2.21 / -5.77 eV
Net charge: +1
Largest force on an atom: 0.064 Eh/bohr
2S+1: 4
HOMO-LUMO gap (spin up / spin down): 9.42 / 5.64 eV



3.
DFT (wB97M-V/def2-TZVPD) results for a 8-piece molecular cluster, C26H53Cl14IN2O9P3 overall in a non-equilibrium geometry.

Cartesian coordinates (Å):
C -2.994 2.004 2.022
C -2.456 1.153 0.874
O -2.552 1.812 -0.399
C -0.952 0.790 1.030
C -0.660 -0.667 0.642
C -1.427 -1.770 1.393
C -1.748 -1.575 2.894
C -0.678 -0.947 3.803
I -1.504 0.447 5.195
N -1.148 -0.638 -0.807
C -0.226 -0.404 -1.679
C -0.527 -0.285 -3.149
O -0.010 0.950 -3.601
N -1.038 1.991 -3.424
O -0.560 3.035 -3.456
C 1.114 -0.279 -0.999
P 2.629 -0.832 -1.951
P 3.571 1.023 -2.632
O 3.102 1.486 -3.952
O 3.461 2.043 -1.387
O 5.131 0.651 -2.544
C 0.814 -1.089 0.272
C 1.850 -1.183 1.396
P 2.705 0.350 1.837
O 1.933 1.563 1.489
O 4.189 0.270 1.196
O 3.013 0.193 3.415
H -3.914 2.521 1.716
H -2.265 2.756 2.341
H -3.262 1.364 2.872
H -3.072 0.239 0.826
H -3.354 2.335 -0.417
H -0.461 1.424 0.287
H -0.585 1.097 2.011
H -0.914 -2.729 1.231
H -2.395 -1.878 0.884
H -1.946 -2.579 3.289
H -2.694 -1.038 3.000
H -0.194 -1.696 4.435
H 0.096 -0.393 3.281
H -2.124 -0.704 -1.073
H -1.608 -0.373 -3.339
H -0.047 -1.114 -3.683
H 1.255 0.792 -0.761
H 2.095 -1.238 -3.180
H 2.755 2.700 -1.483
H 5.651 1.287 -2.031
H 0.689 -2.118 -0.102
H 2.604 -1.930 1.110
H 1.403 -1.588 2.307
H 4.313 0.961 0.534
H 3.926 -0.029 3.611
Cl 3.100 5.559 -1.229
C 2.045 5.925 0.159
C 1.498 4.677 0.794
Cl 0.348 3.843 -0.286
H 1.248 6.574 -0.196
H 2.645 6.466 0.888
H 0.948 4.941 1.695
H 2.274 3.958 1.045
Cl 0.430 -3.620 -3.353
C 1.564 -3.923 -4.714
C 1.473 -5.343 -5.205
Cl 2.075 -6.499 -4.000
H 2.563 -3.684 -4.357
H 1.292 -3.235 -5.512
H 2.086 -5.447 -6.099
H 0.448 -5.614 -5.446
Cl -2.393 -6.336 0.628
C -3.006 -6.191 2.295
C -4.345 -5.500 2.350
Cl -4.213 -3.786 1.864
H -2.260 -5.648 2.870
H -3.099 -7.198 2.698
H -4.728 -5.518 3.369
H -5.068 -5.969 1.689
Cl 4.300 -7.521 0.742
C 5.056 -5.937 1.032
C 4.130 -5.005 1.768
Cl 2.736 -4.488 0.766
H 5.361 -5.525 0.074
H 5.941 -6.111 1.642
H 4.664 -4.098 2.050
H 3.730 -5.477 2.661
Cl 9.318 2.394 -3.707
C 7.693 2.462 -4.435
C 6.930 3.691 -4.013
Cl 6.510 3.666 -2.273
H 7.166 1.553 -4.155
H 7.821 2.474 -5.516
H 5.993 3.745 -4.564
H 7.502 4.598 -4.187
Cl -6.295 2.201 2.109
C -6.707 1.581 3.731
C -5.550 0.802 4.301
Cl -5.262 -0.701 3.381
H -7.602 0.972 3.642
H -6.920 2.438 4.367
H -5.741 0.519 5.334
H -4.634 1.388 4.259
Cl -5.706 7.159 -0.079
C -6.876 6.188 -1.009
C -6.893 4.748 -0.565
Cl -5.373 3.906 -0.979
H -6.616 6.276 -2.061
H -7.859 6.627 -0.848
H -7.698 4.216 -1.068
H -7.029 4.666 0.510

Atomic forces in eV per Å
-0.03 0.18 -0.29
0.05 -0.12 0.14
0.28 -0.27 0.12
-0.33 0.23 0.14
0.00 -0.06 -0.91
-0.04 0.03 -0.04
0.05 -0.13 0.09
0.10 -0.28 -0.03
0.07 -0.01 0.13
0.83 -0.49 -0.57
-0.46 -0.16 0.44
-0.18 0.12 -0.07
0.11 -0.11 0.12
0.02 0.32 0.13
-0.12 -0.40 -0.16
-0.23 0.45 -0.67
0.47 -0.74 0.70
0.17 0.61 -0.99
0.32 -0.16 0.93
-0.03 -0.48 -0.17
-0.66 -0.14 0.15
-0.36 -0.12 0.53
0.36 0.08 -0.20
0.13 0.53 0.42
0.49 -0.62 0.16
-0.75 -0.17 0.36
-0.39 -0.01 -0.89
0.47 -0.18 0.05
-0.04 -0.12 -0.03
0.30 0.19 -0.29
0.05 0.12 0.08
-0.31 0.16 0.01
0.15 0.03 0.48
0.02 -0.27 -0.14
-0.02 0.21 0.05
0.16 -0.11 0.21
-0.15 0.23 -0.09
0.24 0.02 -0.13
-0.02 0.14 -0.18
-0.13 0.05 0.06
-0.09 0.13 0.10
0.18 0.17 0.14
0.00 0.35 0.12
-0.06 -0.20 0.04
-0.16 0.24 -0.10
-0.05 0.25 0.04
0.11 0.22 -0.13
0.02 0.08 0.24
-0.08 0.31 0.02
-0.06 0.07 -0.15
0.00 0.24 -0.18
0.30 0.01 0.10
0.07 -0.10 -0.07
-0.02 0.12 0.06
0.04 -0.02 0.16
-0.05 -0.02 -0.19
0.01 -0.02 -0.02
0.03 -0.01 -0.02
-0.01 -0.03 -0.01
-0.02 0.01 0.02
-0.01 -0.12 0.06
0.04 0.12 -0.07
-0.03 -0.02 -0.04
0.02 -0.04 0.06
-0.01 -0.04 0.04
-0.03 -0.01 0.02
0.02 0.00 0.01
0.00 0.01 0.01
0.02 0.02 0.00
0.02 -0.02 0.04
0.00 -0.08 -0.01
-0.12 0.01 0.00
-0.01 0.00 0.00
-0.02 -0.01 -0.04
0.02 0.05 0.00
0.03 0.01 -0.03
-0.02 0.00 -0.05
0.02 -0.02 -0.02
0.02 0.11 0.12
0.01 -0.17 -0.04
-0.03 -0.02 -0.01
0.00 0.01 0.01
0.02 -0.02 -0.03
-0.04 0.00 -0.03
-0.01 -0.01 0.02
-0.01 -0.05 0.00
-0.05 0.00 -0.17
-0.01 -0.02 0.10
0.00 0.01 0.00
0.01 0.03 0.00
-0.02 -0.02 0.04
0.02 -0.01 0.05
-0.52 0.07 -0.06
0.01 -0.02 0.10
0.02 0.04 0.06
-0.04 -0.04 0.05
0.03 -0.01 -0.05
0.03 0.02 -0.04
-0.07 -0.03 -0.03
-0.06 -0.04 0.10
0.01 -0.01 -0.01
0.02 0.02 -0.03
-0.19 0.03 0.11
0.08 -0.04 -0.07
0.02 0.00 0.01
0.00 -0.02 0.02
0.04 -0.01 -0.03
0.05 -0.01 0.00

Summary:
Lowest unoccupied orbital energy: -2.89 eV
Net charge: +1
Largest force on an atom: 0.023 Eh/bohr
ΔE to the lowest compared entry with this formula, charge and spin: 0.000 eV
HOMO-LUMO gap: 8.64 eV